No. 1
Here is a 2-piece molecular cluster, C4H14N3O overall at a distorted geometry from the OMol25 dataset. Energies are from ωB97M-V with the def2-TZVPD basis set.

HOMO energy (alpha / beta): -2.890 / -9.742 eV
⟨S²⟩: 0.751
HOMO-LUMO gap (alpha / beta): 3.45 / 10.15 eV
2S+1: 2
LUMO (alpha / beta): 0.56 / 0.41 eV
F_max: 0.083 hartree/bohr

CARTESIAN COORDINATES (ANGSTROEM)
C  -0.105  1.884  -0.986
C  -1.171  0.984  -0.453
C  -1.000  -0.437  -0.868
N  -0.284  -3.320  -0.536
C  0.547  -2.205  -0.506
N  0.391  -0.920  -0.724
N  1.050  1.815  0.054
H  -0.354  2.960  -1.163
H  0.321  1.567  -1.926
H  -2.198  1.327  -0.836
H  -1.405  1.104  0.634
H  -1.212  -0.669  -1.932
H  -1.859  -0.962  -0.208
H  -0.317  -4.035  0.156
H  -1.274  -3.142  -0.808
H  1.671  -2.524  -0.283
H  1.205  0.943  0.538
H  0.737  2.508  0.759
H  1.885  2.206  -0.501
H  0.942  1.134  3.388
H  1.117  -0.608  3.267
O  1.312  0.390  2.933

No. 2
Here is the molecule CH2O at a distorted geometry from the OMol25 dataset. Energies are from ωB97M-V with the def2-TZVPD basis set.

HOMO energy: -10.204 eV
HOMO-LUMO gap: 11.00 eV
2S+1: 1
LUMO: 0.79 eV
F_max: 0.049 hartree/bohr
SMILES: C=O

CARTESIAN COORDINATES (ANGSTROEM)
C  0.038  0.038  -0.059
H  0.732  -0.889  0.290
H  0.269  1.128  0.268
O  -1.039  -0.277  -0.499

No. 3
Here is a 8-piece molecular cluster, C12H24Cl4N6O10 overall at a distorted geometry from the OMol25 dataset. Energies are from ωB97M-V with the def2-TZVPD basis set.

HOMO energy (alpha / beta): -12.893 / -12.893 eV
Total charge: +1
⟨S²⟩: 0.769
HOMO-LUMO gap (alpha / beta): 8.32 / 3.74 eV
2S+1: 2
LUMO (alpha / beta): -4.57 / -9.16 eV
F_max: 0.077 hartree/bohr

CARTESIAN COORDINATES (ANGSTROEM)
N  16.268  17.733  34.622
C  16.757  18.857  35.187
C  16.110  19.687  36.087
C  14.769  19.377  36.319
C  14.216  18.213  35.795
C  15.024  17.397  35.024
H  17.764  19.048  34.845
H  16.595  20.558  36.502
H  14.191  20.003  36.983
H  13.191  17.958  36.021
H  14.661  16.456  34.638
C  9.934  21.048  34.909
N  11.236  20.836  35.629
O  12.265  21.003  35.018
O  11.099  20.428  36.798
H  10.085  21.920  34.272
H  9.195  21.307  35.667
H  9.583  20.156  34.390
C  13.208  19.040  32.342
N  12.484  17.899  32.966
O  11.476  18.190  33.576
O  13.018  16.794  32.779
H  13.108  19.934  32.957
H  12.915  19.213  31.306
H  14.254  18.738  32.281
C  16.521  16.607  31.031
N  16.088  16.271  29.667
O  16.822  15.723  28.832
O  14.899  16.487  29.376
H  16.415  15.727  31.664
H  15.904  17.417  31.421
H  17.556  16.946  30.989
C  16.706  20.601  28.868
N  15.599  20.389  29.880
O  15.823  20.714  31.038
O  14.534  19.904  29.519
H  16.243  20.638  27.881
H  17.376  19.742  28.837
H  17.155  21.562  29.119
C  14.821  22.496  34.160
N  15.854  23.526  34.464
O  15.766  24.637  33.961
O  16.822  23.138  35.101
H  13.901  23.034  33.932
H  14.690  21.836  35.018
H  15.116  21.837  33.343
C  13.741  13.241  32.975
Cl  14.546  13.761  31.430
Cl  14.760  12.120  33.826
H  13.568  14.119  33.597
H  12.859  12.674  32.680
C  8.971  16.750  34.790
Cl  9.425  15.059  34.301
Cl  9.964  17.419  36.108
H  9.045  17.381  33.905
H  7.945  16.732  35.160

No. 4
Here is a 2-piece molecular cluster, C4H12 overall from the OMol25 dataset. Energies are from ωB97M-V with the def2-TZVPD basis set.

HOMO energy (alpha / beta): 1.590 / -7.795 eV
Total charge: -1
⟨S²⟩: 0.750
HOMO-LUMO gap (alpha / beta): 2.78 / 12.46 eV
2S+1: 2
LUMO (alpha / beta): 4.37 / 4.66 eV
F_max: 0.016 hartree/bohr

CARTESIAN COORDINATES (ANGSTROEM)
C  -0.487  -1.018  -1.357
C  0.118  -2.375  -0.999
H  -1.183  -0.749  -0.557
H  0.222  -0.193  -1.381
H  -1.062  -1.081  -2.288
H  0.761  -2.308  -0.126
H  -0.669  -3.117  -0.820
H  0.687  -2.767  -1.848
C  -0.231  1.305  1.676
C  0.611  2.069  0.657
H  0.204  1.480  2.664
H  -1.276  1.627  1.681
H  -0.242  0.228  1.510
H  1.666  1.892  0.875
H  0.451  3.154  0.716
H  0.431  1.853  -0.402

No. 5
Here is C5H8O2 as an isolated structure from the OMol25 dataset. Energies are from ωB97M-V with the def2-TZVPD basis set.

HOMO energy: -8.971 eV
HOMO-LUMO gap: 9.96 eV
2S+1: 1
LUMO: 0.99 eV
F_max: 0.008 hartree/bohr

CARTESIAN COORDINATES (ANGSTROEM)
C  1.412  -1.286  -0.325
C  0.064  -0.667  -0.590
O  -0.981  -1.109  0.332
C  -1.400  0.211  0.512
C  -0.114  1.201  1.171
C  -0.222  0.801  -0.225
O  -0.294  1.722  -1.252
H  1.795  -1.008  0.662
H  1.345  -2.377  -0.372
H  2.126  -0.952  -1.085
H  -0.277  -0.865  -1.612
H  -2.411  0.510  0.242
H  -1.316  0.763  1.620
H  0.450  0.468  1.760
H  -0.176  2.587  -0.835

No. 6
Here is a 2-piece molecular cluster, C4H11N3O2 overall at a distorted geometry from the OMol25 dataset. Energies are from ωB97M-V with the def2-TZVPD basis set.

HOMO energy: -8.414 eV
HOMO-LUMO gap: 9.23 eV
2S+1: 1
LUMO: 0.82 eV
F_max: 0.044 hartree/bohr
SMILES: CN=C(N)N.CC(=O)O

CARTESIAN COORDINATES (ANGSTROEM)
C  2.944  1.575  1.471
C  1.959  0.706  0.801
O  2.003  -0.514  0.745
O  0.910  1.364  0.316
H  3.532  2.038  0.667
H  3.687  1.136  2.137
H  2.571  2.366  2.122
C  -2.508  0.769  0.284
C  -1.283  -1.008  -0.844
N  -0.281  -1.919  -0.716
N  -1.310  -0.090  0.104
N  -2.204  -1.117  -1.821
H  0.470  -1.585  -0.118
H  -0.115  -2.809  -1.165
H  0.162  0.713  0.120
H  -2.776  -0.295  -1.943
H  -2.422  -1.803  -2.499
H  -3.095  0.260  1.052
H  -3.075  0.802  -0.645
H  -2.170  1.723  0.671

No. 7
Here is a 8-piece molecular cluster, C23H56FN8O15P3 overall at a distorted geometry from the OMol25 dataset. Energies are from ωB97M-V with the def2-TZVPD basis set.

HOMO energy: -8.949 eV
HOMO-LUMO gap: 9.27 eV
2S+1: 1
LUMO: 0.32 eV
F_max: 0.021 hartree/bohr
SMILES: N[C@@](OC(=O)F)(PP(=O)(O)O)P(=O)(O)O.CN(C)C=O.CN(C)C=O.CN(C)C=O.CN(C)C=O.CN(C)C=O.CN(C)C=O.CN(C)C=O

CARTESIAN COORDINATES (ANGSTROEM)
N  0.486  1.968  1.830
C  0.774  2.113  0.421
O  0.554  3.517  0.131
C  1.422  4.202  -0.634
O  1.383  4.357  -1.800
F  2.321  4.822  0.143
P  2.578  1.651  0.096
P  2.866  -0.394  -0.587
O  4.304  -0.477  -0.904
O  1.975  -0.699  -1.873
O  2.404  -1.440  0.518
P  -0.429  1.118  -0.532
O  -0.344  -0.309  -0.174
O  -1.865  1.729  -0.199
O  -0.159  1.491  -2.056
H  0.564  0.985  2.077
H  -0.464  2.281  2.045
H  2.972  1.494  1.428
H  2.443  -0.355  -2.646
H  3.222  -1.770  0.920
H  -2.320  1.088  0.363
H  -0.478  0.770  -2.615
C  -1.326  7.496  2.369
O  -0.593  6.716  2.945
N  -1.452  7.584  1.030
C  -2.329  8.550  0.404
C  -0.672  6.688  0.190
H  -1.964  8.220  2.908
H  -3.089  8.051  -0.201
H  -1.766  9.229  -0.239
H  -2.828  9.136  1.174
H  -0.924  5.645  0.388
H  0.394  6.817  0.386
H  -0.877  6.920  -0.853
C  -3.259  3.637  2.800
O  -2.225  3.234  2.285
N  -4.138  4.449  2.194
C  -5.345  4.886  2.871
C  -3.862  4.899  0.842
H  -3.563  3.360  3.819
H  -6.231  4.579  2.310
H  -5.350  5.973  2.970
H  -5.365  4.454  3.864
H  -3.766  4.052  0.161
H  -2.927  5.460  0.808
H  -4.679  5.538  0.514
C  5.034  0.377  3.230
O  4.684  -0.117  2.171
N  6.319  0.539  3.586
C  6.703  1.136  4.847
C  7.347  0.098  2.656
H  4.317  0.742  3.984
H  7.296  2.038  4.685
H  7.291  0.437  5.445
H  5.809  1.405  5.406
H  7.253  0.620  1.705
H  7.253  -0.970  2.459
H  8.323  0.302  3.091
C  1.165  -4.587  -4.317
O  1.271  -5.406  -5.215
N  1.199  -4.880  -3.008
C  1.051  -3.869  -1.977
C  1.384  -6.270  -2.631
H  1.002  -3.513  -4.516
H  1.939  -3.842  -1.344
H  0.181  -4.086  -1.355
H  0.921  -2.888  -2.425
H  2.326  -6.646  -3.034
H  0.574  -6.875  -3.042
H  1.390  -6.357  -1.548
C  -3.862  5.382  6.715
O  -4.317  4.944  5.670
N  -2.564  5.665  6.899
C  -2.059  6.205  8.142
C  -1.643  5.425  5.793
H  -4.494  5.597  7.592
H  -1.595  7.180  7.982
H  -1.316  5.537  8.582
H  -2.881  6.322  8.847
H  -1.932  5.997  4.914
H  -1.639  4.370  5.520
H  -0.641  5.725  6.090
C  1.524  -10.449  -3.169
O  2.031  -11.274  -2.433
N  1.596  -10.483  -4.514
C  0.974  -9.478  -5.354
C  2.327  -11.574  -5.132
H  0.951  -9.587  -2.785
H  0.235  -9.937  -6.013
H  1.724  -8.969  -5.961
H  0.474  -8.736  -4.735
H  1.890  -12.535  -4.859
H  3.367  -11.576  -4.804
H  2.289  -11.453  -6.212
C  -2.409  -5.790  -4.470
O  -2.833  -6.573  -3.641
N  -3.124  -5.322  -5.514
C  -2.555  -4.406  -6.478
C  -4.498  -5.767  -5.666
H  -1.380  -5.397  -4.444
H  -3.108  -3.464  -6.498
H  -2.568  -4.837  -7.482
H  -1.520  -4.201  -6.209
H  -5.091  -5.493  -4.793
H  -4.543  -6.851  -5.770
H  -4.922  -5.301  -6.552

No. 8
Here is C20H28MnNO2S as an isolated structure at a distorted geometry from the OMol25 dataset. Energies are from ωB97M-V with the def2-TZVPD basis set.

HOMO energy (alpha / beta): -0.871 / -2.577 eV
Total charge: -1
⟨S²⟩: 8.985
HOMO-LUMO gap (alpha / beta): 3.17 / 4.87 eV
2S+1: 6
LUMO (alpha / beta): 2.30 / 2.30 eV
F_max: 0.067 hartree/bohr

CARTESIAN COORDINATES (ANGSTROEM)
O  -1.044  -0.004  -1.584
C  0.372  0.423  -1.456
C  0.079  1.831  -1.967
H  1.032  -0.154  -2.106
H  0.708  0.343  -0.408
C  -1.414  1.415  -1.724
H  0.338  1.943  -3.033
H  0.489  2.662  -1.390
C  -2.341  1.650  -2.909
H  -1.904  1.184  -3.801
H  -2.487  2.714  -3.134
H  -3.324  1.199  -2.732
C  -2.007  1.947  -0.402
H  -1.278  1.946  0.432
H  -2.855  1.308  -0.099
H  -2.342  2.992  -0.516
Mn  0.517  0.031  3.202
C  1.046  1.849  4.091
C  2.138  0.915  4.240
C  2.570  0.520  2.918
H  2.606  0.607  5.176
C  1.772  1.244  1.955
C  0.822  2.051  2.676
H  0.120  2.756  2.233
H  0.516  2.364  4.893
H  3.388  -0.161  2.678
H  1.921  1.269  0.874
C  -1.108  -0.983  4.753
C  -1.304  0.378  4.145
C  -1.517  0.218  2.738
H  -1.481  1.267  4.749
C  -1.493  -1.214  2.448
C  -1.380  -1.925  3.626
H  -1.498  -2.995  3.792
H  -1.569  -1.169  5.736
H  -1.889  0.973  2.055
H  -1.675  -1.624  1.453
O  0.525  -1.381  -3.373
C  0.134  -0.853  -4.673
C  0.694  -1.738  -5.795
H  0.501  0.186  -4.802
H  -0.966  -0.829  -4.751
C  1.617  -2.750  -5.099
H  1.272  -1.164  -6.518
H  -0.117  -2.237  -6.333
C  1.386  -2.523  -3.592
H  2.669  -2.559  -5.338
H  1.373  -3.766  -5.415
H  2.332  -2.306  -3.068
H  0.920  -3.405  -3.115
S  1.635  -1.973  7.318
C  1.016  -1.431  5.995
N  0.482  -1.039  4.953

No. 9
Here is the molecule C5H7ClOS at a distorted geometry from the OMol25 dataset. Energies are from ωB97M-V with the def2-TZVPD basis set.

HOMO energy: -9.024 eV
HOMO-LUMO gap: 7.81 eV
2S+1: 1
LUMO: -1.21 eV
F_max: 0.036 hartree/bohr
SMILES: C/C(Cl)=C(\C=S)CO

CARTESIAN COORDINATES (ANGSTROEM)
C  -2.011  -0.800  0.813
C  -0.694  -0.030  0.916
C  0.207  0.149  -0.070
C  1.525  0.920  0.101
C  -0.044  -0.325  -1.408
H  -2.782  -0.050  0.670
H  -2.252  -1.332  1.746
H  -1.937  -1.584  0.077
H  1.529  1.852  -0.518
H  1.786  1.176  1.130
H  2.578  0.100  -1.266
H  -1.086  -0.641  -1.583
O  2.662  0.118  -0.302
S  0.936  -0.254  -2.763
Cl  -0.417  0.704  2.457

No. 10
Here is the molecule C3H5NO2 from the OMol25 dataset. Energies are from ωB97M-V with the def2-TZVPD basis set.

HOMO energy: -10.197 eV
HOMO-LUMO gap: 11.02 eV
2S+1: 1
LUMO: 0.82 eV
F_max: 0.011 hartree/bohr
SMILES: O=CCNC=O

CARTESIAN COORDINATES (ANGSTROEM)
O  -0.824  -1.386  -1.690
C  -0.419  -1.636  -0.579
C  -0.052  -0.572  0.424
N  -0.209  0.731  -0.161
C  0.528  1.780  0.286
O  1.253  1.736  1.261
H  -0.307  -2.680  -0.228
H  -0.683  -0.710  1.316
H  0.983  -0.716  0.761
H  -0.663  0.765  -1.064
H  0.393  2.689  -0.327

No. 11
Here is the molecule C3H4N2O2 from the OMol25 dataset. Energies are from ωB97M-V with the def2-TZVPD basis set.

HOMO energy: -8.578 eV
HOMO-LUMO gap: 8.46 eV
2S+1: 1
LUMO: -0.12 eV
F_max: 0.007 hartree/bohr

CARTESIAN COORDINATES (ANGSTROEM)
O  1.108  0.157  2.215
C  0.310  -0.331  1.279
N  0.807  -0.538  0.076
C  -0.015  -0.280  -0.924
O  0.221  -0.737  -2.163
C  -1.239  0.343  -0.590
N  -1.398  0.820  0.626
H  1.974  0.401  1.836
H  0.965  -1.355  -2.110
H  -2.117  0.140  -1.200
H  -0.616  1.380  0.955

No. 12
Here is a 2-piece molecular cluster, CH6NO overall from the OMol25 dataset. Energies are from ωB97M-V with the def2-TZVPD basis set.

HOMO energy: -15.077 eV
Total charge: +1
HOMO-LUMO gap: 11.28 eV
2S+1: 1
LUMO: -3.80 eV
F_max: 0.013 hartree/bohr

CARTESIAN COORDINATES (ANGSTROEM)
N  1.310  -0.270  1.095
H  1.902  -0.963  0.637
H  1.094  -0.563  2.047
H  1.822  0.614  1.059
H  0.418  -0.086  0.564
O  -0.734  0.057  -0.603
C  -1.634  0.316  -1.371
H  -2.609  -0.185  -1.270
H  -1.568  1.081  -2.158